1.
The following is a quantum chemistry calculation of a structure of composition C55H69GeN3O7PPbSeTe, from the OMol25 dataset.

charge: -1
DFT total energy: -220656.54542 eV
E_LUMO: 1.173 eV
energy relative to the best compared isomer or geometry (same formula, charge and spin): 0.000 eV
maximum force: 0.18 eV/Å

Geometry (Å):
Pb 0.774568 0.546062 -0.648367
C -3.308088 4.340671 5.417745
C -3.858413 4.056473 4.013307
C -5.222272 3.362544 4.138839
C -4.071584 5.394309 3.304784
C -2.889583 3.154452 3.252109
C -2.301502 3.508262 2.054428
C -1.428407 2.645991 1.396130
Se -0.768822 3.213837 -0.319055
C -2.186316 2.540401 -1.427054
C -3.241096 3.404413 -1.711740
C -4.313031 2.996882 -2.480783
C -4.278267 1.681922 -2.963609
C -3.254688 0.789533 -2.709566
C -2.155197 1.214371 -1.898034
O -1.197067 0.372762 -1.627281
C -3.276967 -0.638336 -3.264671
C -2.059688 -0.868289 -4.174662
C -3.270771 -1.658709 -2.114185
C -4.529416 -0.905340 -4.104783
C -5.504025 3.895335 -2.807024
C -5.631873 4.060718 -4.327901
C -5.359821 5.285660 -2.187738
C -6.792248 3.263025 -2.260894
C -1.080046 1.383991 1.919051
O -0.229346 0.571416 1.344277
C -1.725294 0.990321 3.133648
C -2.582613 1.882381 3.750663
C -1.521307 -0.424808 3.685338
C -0.044129 -0.687922 4.013706
C -2.318798 -0.657898 4.972184
C -2.015735 -1.446865 2.648265
H -3.996273 4.980327 5.978082
H -2.341217 4.843866 5.354843
H -3.167583 3.418328 5.983233
H -5.925725 3.995194 4.688077
H -5.138368 2.412521 4.668404
H -5.638333 3.157800 3.150438
H -4.768056 6.007946 3.881235
H -4.493087 5.254989 2.307262
H -3.136016 5.948531 3.206332
H -2.511992 4.462856 1.590560
H -3.196016 4.406333 -1.305638
H -5.109535 1.347460 -3.570940
H -1.129173 -0.705265 -3.637861
H -2.088464 -0.186393 -5.029603
H -2.073012 -1.894427 -4.556690
H -2.380158 -1.560707 -1.498549
H -3.304976 -2.673796 -2.521681
H -4.150815 -1.518397 -1.480919
H -4.592655 -0.237393 -4.967645
H -5.444449 -0.800622 -3.516876
H -4.491297 -1.930926 -4.478969
H -4.731725 4.522522 -4.738558
H -6.489915 4.692770 -4.575296
H -5.768122 3.097672 -4.822082
H -4.471006 5.799424 -2.559451
H -5.293414 5.232751 -1.099214
H -6.231551 5.893259 -2.442570
H -6.969021 2.279546 -2.698716
H -7.656355 3.894960 -2.486534
H -6.726635 3.138967 -1.178303
H -3.060549 1.577480 4.672357
H 0.329219 0.041277 4.737692
H 0.571426 -0.630784 3.120993
H 0.063475 -1.686104 4.450853
H -2.002471 0.011728 5.775956
H -2.151917 -1.683577 5.308314
H -3.392412 -0.531340 4.815665
H -1.465603 -1.367862 1.712364
H -3.076791 -1.288229 2.438764
H -1.898503 -2.461051 3.043259
C 0.928188 -2.574440 -6.870272
C 2.011970 -1.903499 -6.062953
O 1.374752 -0.924881 -5.220725
P 2.161183 0.079876 -4.290909
O 1.265513 1.042406 -3.643529
Te 3.571912 -1.275896 -2.794345
O 3.308615 0.742091 -5.185883
C 3.093567 2.085624 -5.695988
C 2.078419 2.093200 -6.816129
H 1.362689 -3.351152 -7.500758
H 0.417331 -1.850594 -7.504836
H 0.193862 -3.030629 -6.207213
H 2.744465 -1.400835 -6.697546
H 2.537132 -2.621611 -5.429980
H 4.076040 2.406872 -6.036392
H 2.771692 2.718458 -4.869686
H 2.381802 1.419962 -7.619125
H 1.990620 3.100878 -7.225071
H 1.097641 1.790773 -6.447929
N 1.075414 -6.313876 -0.387623
C 1.336742 -5.650972 -1.295236
N 1.669235 -4.995984 -2.402127
C 1.902012 -3.772719 -2.476356
N 2.085967 -2.629371 -2.712460
O 0.376954 -1.833638 -0.235034
C 1.306397 -2.088344 0.576791
O 2.371689 -1.419969 0.639600
C 1.144556 -3.257271 1.529166
C 2.243578 -3.365801 2.583584
Ge 3.939464 -2.418006 2.243458
C 5.115843 -3.394758 3.540886
C 4.844145 -3.310930 4.909529
C 5.586982 -4.016446 5.844979
C 6.632993 -4.830798 5.428766
C 6.922306 -4.929980 4.076841
C 6.168296 -4.219961 3.147408
C 4.197845 -0.558198 2.839016
C 5.398114 -0.236213 3.477594
C 5.656751 1.052324 3.929714
C 4.705259 2.048000 3.768437
C 3.502253 1.745750 3.145534
C 3.257682 0.461872 2.677750
C 4.808165 -2.872243 0.541791
C 5.948802 -2.208799 0.095850
C 6.597608 -2.597276 -1.071988
C 6.109808 -3.660382 -1.819600
C 4.964776 -4.327087 -1.397015
C 4.325555 -3.933351 -0.226565
H 1.093735 -4.162484 0.919214
H 0.153682 -3.161693 1.975997
H 2.515319 -4.408984 2.758678
H 1.894984 -2.985069 3.547974
H 4.039664 -2.669254 5.257877
H 5.351957 -3.930844 6.899418
H 7.216705 -5.383452 6.155003
H 7.735740 -5.562821 3.741253
H 6.411304 -4.316628 2.094516
H 6.147945 -1.003057 3.635619
H 6.599643 1.271248 4.416940
H 4.897136 3.051618 4.128582
H 2.742821 2.508475 3.018763
H 2.316993 0.257842 2.188803
H 6.344769 -1.377385 0.670448
H 7.486606 -2.069213 -1.397071
H 6.613092 -3.966172 -2.728544
H 4.575837 -5.159828 -1.971730
H 3.440402 -4.473677 0.099129

Force components x, y, z for each atom (eV/Å):
Pb -0.09 0.00 -0.03
C 0.00 0.00 0.00
C -0.01 0.00 0.00
C 0.00 0.00 0.00
C 0.00 0.00 0.00
C 0.01 -0.02 0.00
C 0.00 0.01 0.00
C 0.03 -0.05 0.00
Se -0.01 -0.06 0.05
C -0.03 0.03 0.01
C 0.00 0.01 0.00
C 0.00 -0.02 -0.02
C 0.00 0.03 0.01
C 0.00 -0.01 0.00
C 0.04 -0.01 -0.04
O -0.04 -0.04 0.01
C -0.01 -0.01 0.00
C 0.00 0.01 -0.01
C 0.00 0.01 0.00
C 0.00 0.00 0.00
C 0.00 0.01 0.00
C 0.00 0.00 0.00
C 0.00 0.00 0.00
C 0.00 0.00 0.00
C -0.02 0.00 -0.07
O 0.08 0.12 0.11
C -0.02 0.02 -0.02
C 0.00 0.02 0.00
C 0.00 0.00 0.02
C -0.02 -0.01 0.00
C 0.01 -0.01 0.01
C -0.01 0.01 -0.01
H 0.00 0.00 0.00
H 0.00 0.00 0.00
H 0.00 0.00 0.00
H 0.00 0.00 0.00
H 0.00 0.00 0.00
H 0.00 0.00 0.00
H 0.00 0.00 0.00
H 0.00 0.00 0.00
H 0.00 0.00 0.00
H 0.00 0.00 0.00
H 0.00 0.00 0.00
H 0.00 0.00 0.01
H 0.01 0.00 0.01
H 0.00 0.00 0.00
H 0.00 0.00 0.00
H 0.01 0.00 0.00
H 0.00 0.00 0.00
H 0.00 0.00 0.00
H 0.00 0.00 0.00
H 0.00 0.00 0.00
H 0.00 0.00 0.00
H 0.00 0.00 0.00
H 0.00 0.00 0.00
H 0.00 0.00 0.00
H 0.00 0.00 0.00
H 0.00 0.00 0.00
H 0.00 0.00 0.00
H 0.00 0.00 0.00
H 0.00 0.00 0.00
H 0.00 0.00 0.00
H 0.00 0.00 0.00
H 0.00 0.00 0.00
H 0.00 0.00 -0.01
H -0.01 0.01 0.00
H 0.00 0.00 0.00
H 0.00 0.00 0.00
H 0.00 -0.01 0.00
H 0.00 0.01 0.00
H 0.00 0.00 0.00
H 0.00 0.00 0.00
C -0.01 0.00 0.01
C 0.00 0.00 0.03
O -0.03 0.00 -0.03
P 0.06 0.03 0.10
O -0.01 0.01 -0.07
Te 0.03 -0.03 -0.05
O 0.01 0.00 0.03
C 0.01 -0.01 0.01
C 0.00 -0.01 0.00
H 0.00 0.00 0.00
H 0.00 0.00 0.00
H 0.00 0.00 0.00
H 0.00 0.00 -0.01
H 0.01 0.00 -0.01
H 0.00 0.00 0.00
H 0.00 0.01 0.00
H 0.00 0.00 0.00
H 0.00 0.00 0.00
H 0.00 0.00 0.00
N 0.00 -0.02 -0.02
C 0.01 -0.05 -0.02
N -0.02 0.02 -0.01
C 0.02 -0.02 0.09
N -0.08 0.03 -0.11
O -0.04 0.04 -0.03
C 0.07 0.00 0.06
O 0.00 -0.01 0.00
C -0.01 -0.03 -0.01
C -0.01 0.03 0.01
Ge -0.04 -0.08 0.04
C -0.01 0.00 0.00
C 0.00 0.02 0.00
C 0.00 0.00 0.00
C 0.00 0.00 0.00
C 0.00 0.00 -0.01
C 0.00 -0.01 0.01
C 0.06 0.02 -0.05
C 0.01 0.01 -0.03
C 0.01 -0.01 0.00
C -0.01 0.00 -0.01
C -0.01 0.01 0.00
C -0.01 -0.04 0.03
C -0.03 0.00 -0.02
C 0.03 0.01 0.01
C -0.01 0.02 0.00
C -0.03 -0.02 0.01
C 0.07 0.02 0.00
C -0.01 0.02 0.02
H 0.02 0.03 0.03
H 0.01 0.01 0.01
H 0.01 0.00 -0.01
H 0.01 0.02 -0.02
H 0.00 0.00 0.00
H 0.00 0.00 0.00
H 0.00 0.00 0.00
H 0.00 0.00 0.00
H 0.00 0.00 0.00
H -0.01 -0.02 0.00
H 0.00 0.01 0.00
H 0.00 0.00 0.00
H 0.01 0.00 0.01
H -0.02 -0.02 -0.02
H 0.00 0.00 0.00
H 0.00 0.00 0.00
H 0.00 0.00 0.00
H 0.00 0.00 0.00
H 0.02 -0.01 0.00

Löwdin atomic charge list, values in e, 5 entries: number 1, Pb, carries 1.352; number 2, C, carries -0.054; number 3, C, carries -0.562; number 4, C, carries -0.052; number 5, C, carries -0.073

2.
The following is a quantum chemistry calculation of a cluster of 7 separate species, C12H27Cl10O6P in total at a distorted geometry, from the OMol25 dataset.

charge: 0
DFT total energy: -159681.19572 eV
E_LUMO: 0.275 eV
maximum force: 3.53 eV/Å

Geometry (Å):
C 0.946989 0.883495 -3.953861
O 1.662579 -0.137841 -3.303229
P 2.750674 -0.966833 -4.144876
O 3.552279 -2.013704 -3.441974
O 2.038160 -1.446494 -5.557315
C 2.534995 -2.674979 -6.081234
O 3.671243 0.269638 -4.660973
C 4.842649 0.596801 -3.929050
H -0.129989 0.715596 -3.959220
H 1.215048 0.990662 -5.004942
H 1.237534 1.831677 -3.501509
H 1.883848 -3.509721 -5.821810
H 3.574351 -2.941705 -5.889672
H 2.520685 -2.547623 -7.163679
H 4.769905 1.669539 -3.750065
H 5.813777 0.499963 -4.414437
H 4.999274 0.033021 -3.009418
C -8.272092 2.214306 3.176226
C -6.963863 2.001026 2.367153
O -7.236575 0.943213 1.419135
C -6.365350 0.477804 0.533935
C -6.943232 -0.564459 -0.354609
O -5.216597 0.909467 0.377429
H -8.619336 1.226670 3.479703
H -9.059678 2.604556 2.531627
H -8.154990 2.801920 4.086770
H -6.649715 2.911214 1.856317
H -6.164490 1.608132 2.995440
H -7.415932 0.036065 -1.131790
H -7.660691 -1.131873 0.238173
H -6.196776 -1.205680 -0.823380
Cl 4.669592 2.680435 7.471869
C 4.312892 1.081361 6.850074
Cl 5.706038 0.070796 6.981203
H 3.529796 0.679925 7.493275
H 3.983770 1.173393 5.815046
Cl -1.028267 6.387112 1.624385
C -1.887217 7.836748 2.147070
Cl -0.800047 9.059500 2.785381
H -2.405235 8.315232 1.315916
H -2.540950 7.519834 2.959654
Cl 8.845218 -3.922939 -0.996875
C 8.215663 -4.044666 0.711383
Cl 9.096277 -2.871004 1.742973
H 7.131352 -3.934174 0.699437
H 8.443048 -5.045837 1.077523
Cl -2.019219 -5.855103 0.713453
C -0.929980 -5.841361 -0.726816
Cl -1.636167 -4.893865 -2.152753
H 0.010956 -5.367813 -0.446582
H -0.718268 -6.864938 -1.035954
Cl -0.154294 0.061237 3.807254
C 0.564767 -0.421245 2.214969
Cl 2.038578 -1.427138 2.387712
H -0.204119 -0.976367 1.677619
H 0.811133 0.517025 1.717921

Force components x, y, z for each atom (eV/Å):
C -0.16 1.19 -1.01
O 0.44 -2.04 -0.26
P 1.38 -0.08 -0.60
O -1.74 1.39 -0.65
O 0.91 0.77 2.57
C 0.01 -0.59 -1.51
O -0.05 -1.34 -0.38
C 0.74 1.05 0.73
H 0.10 -0.11 0.54
H 0.18 -0.22 -0.08
H -0.38 -0.03 0.23
H 0.04 0.13 0.19
H -0.08 0.40 0.75
H -0.32 -0.05 -0.07
H -0.05 -0.03 0.48
H -0.40 -0.50 -1.02
H -0.64 0.05 0.11
C 0.48 -0.91 -0.71
C -0.25 -0.27 0.44
O -1.09 -0.05 0.07
C 3.27 1.25 -0.46
C -0.37 0.00 0.30
O -2.01 -0.48 0.74
H 0.02 -0.05 0.14
H 0.11 0.30 0.09
H 0.20 0.20 -0.29
H 0.13 -0.16 -0.08
H 0.09 0.40 0.12
H -0.42 -0.37 -0.15
H -0.20 -0.09 -0.49
H 0.04 0.22 0.29
Cl 0.00 0.73 0.09
C -0.91 0.21 0.18
Cl 0.72 -0.78 -0.15
H 0.06 -0.06 -0.32
H 0.12 -0.12 0.19
Cl 0.02 -0.02 -0.23
C -0.21 0.00 0.22
Cl 0.31 0.26 0.21
H -0.05 -0.46 0.12
H -0.07 0.22 -0.31
Cl -0.53 -0.15 0.92
C 0.79 -0.23 -0.54
Cl -0.73 -0.43 -0.30
H 0.30 0.59 0.04
H 0.17 0.23 -0.13
Cl 0.57 0.02 -0.92
C -0.33 0.52 -0.26
Cl 0.57 -0.90 1.29
H -0.36 0.17 -0.04
H -0.44 0.21 -0.07
Cl 0.39 -0.33 -0.59
C -0.16 0.22 0.51
Cl -0.65 0.44 -0.04
H 0.30 0.02 0.12
H 0.11 -0.35 0.01

Löwdin atomic charge list, values in e, 5 entries: number 1, C, carries -0.122; number 2, O, carries -0.208; number 3, P, carries 0.490; number 4, O, carries -0.249; number 5, O, carries -0.222